a) This record from the Open Molecules 2025 dataset describes CH4SSi in the gas phase. The level of theory is the ωB97M-V functional and the def2-TZVPD basis.

For the frontier orbital gap, the calculation gives 8.461 eV. The value obtained for the molar mass is 76.20 g mol⁻¹. Its spin multiplicity is 1. For the HOMO energy, the calculation gives -0.3283 hartree. As for the charge: 0. As for the SMILES: C[SiH]=S.

Last columns: bonded neighbours and bond lengths (Å).
Atoms and positions in Å:
1 C -0.9125 -0.0832 -0.3230  Si2 1.918, H3 1.007, H6 1.007, H7 1.103
2 Si 0.9157 0.1667 0.1994  C1 1.918, S4 2.049, H5 1.515
3 H -1.0519 -1.0724 -0.1959  C1 1.007
4 S 2.9033 0.3073 -0.2781  Si2 2.049
5 H 0.7369 -0.0236 1.6923  Si2 1.515
6 H -0.9685 0.1340 -1.3050  C1 1.007
7 H -1.6228 0.5712 0.2103  C1 1.103

=====

b) This record from the Open Molecules 2025 dataset describes CH4SSi in the gas phase. The level of theory is the ωB97M-V functional and the def2-TZVPD basis.

For the frontier orbital gap (spin up / spin down), the calculation gives 4.880 / 5.077 eV. The value obtained for the molar mass is 76.20 g mol⁻¹. Its spin multiplicity is 1. For the HOMO energy (spin up / spin down), the calculation gives -0.3016 / -0.3061 hartree. As for the charge: 0.

Last columns: bonded neighbours and bond lengths (Å).
Atoms and positions in Å:
1 H -0.3297 -1.5862 -0.7487  C5 1.072
2 H -1.2107 -0.9938 0.7907  C5 1.145
3 H 0.9675 0.9941 1.4853  Si7 1.508
4 S 2.9806 -0.1880 -0.0736  Si7 2.198
5 C -0.4725 -0.7787 -0.0575  H1 1.072, H2 1.145, Si7 1.879
6 H 0.8537 1.1162 -1.2876  Si7 1.484
7 Si 0.8978 0.5009 0.0619  H3 1.508, S4 2.198, C5 1.879, H6 1.484

=====

c) This record from the Open Molecules 2025 dataset describes CH4SSi in the gas phase. The level of theory is the ωB97M-V functional and the def2-TZVPD basis.

For the frontier orbital gap, the calculation gives 7.749 eV. The value obtained for the molar mass is 76.20 g mol⁻¹. Its spin multiplicity is 1. For the HOMO energy, the calculation gives -0.3182 hartree. As for the charge: 0. As for the SMILES: [SiH3]C=S.

Last columns: bonded neighbours and bond lengths (Å).
Atoms and positions in Å:
1 H 0.0736 -2.0309 -1.1059  C7 1.105
2 H 1.1080 -0.5695 0.9382  Si6 1.462
3 S -0.4828 -0.5250 -2.7793  C7 1.615
4 H -1.0587 0.4652 0.7425  Si6 1.482
5 H 1.0653 1.5041 -0.3670  Si6 1.566
6 Si 0.2488 0.2448 0.0809  H2 1.462, H4 1.482, H5 1.566, C7 1.898
7 C 0.1906 -0.9668 -1.3791  H1 1.105, S3 1.615, Si6 1.898

=====

Least stable structure: b)

=====

a) This record from the Open Molecules 2025 dataset describes 13 unconnected molecules or ions with the total composition C5H36N2O13. The level of theory is the ωB97M-V functional and the def2-TZVPD basis.

For the frontier orbital gap, the calculation gives 9.685 eV. The value obtained for the molar mass is 332.34 g mol⁻¹. Its spin multiplicity is 1. For the HOMO energy, the calculation gives -0.3560 hartree. As for the charge: 0.

Last columns: bonded neighbours and bond lengths (Å).
Atoms and positions in Å:
1 C -1.3520 2.6135 0.0611  C12 1.539, H33 1.093, H36 1.095, H48 1.088
2 H 2.0929 1.8697 0.8704  O9 0.974
3 N -0.4317 0.5959 -0.7975  C12 1.474, C22 1.334, H50 0.996
4 H 4.7830 1.3767 -1.5264  O10 0.962
5 H -2.2510 2.8672 -2.5972  C30 1.088
6 O 3.6538 -0.6273 1.2651  H34 0.961, H47 0.954
7 H -0.8586 -0.9477 -4.9186  O13 0.957
8 H 0.2432 2.4480 -1.4216  C12 1.084
9 O 1.4337 1.2968 1.3023  H2 0.974, H54 0.968
10 O 4.6954 0.5463 -1.0481  H4 0.962, H19 0.969
11 O 2.1424 -0.2298 4.4215  H25 0.956, H31 0.957
12 C -0.7111 1.9884 -1.1906  C1 1.539, N3 1.474, H8 1.084, C30 1.528
13 O -0.6379 -0.1037 -4.5256  H7 0.957, H17 0.961
14 O -1.3322 -3.4427 2.2198  H18 0.960, H27 0.965
15 H -3.8373 -0.4295 1.9557  O26 0.944
16 H -1.0725 1.8540 -3.2830  C30 1.092
17 H 0.1796 0.0792 -4.0546  O13 0.961
18 H -0.7693 -3.2137 2.9628  O14 0.960
19 H 3.7391 0.3876 -1.0606  O10 0.969
20 H 0.5976 3.6677 4.4290  O45 0.960
21 H -0.7243 -4.9144 -0.6276  O37 0.968
22 C 0.7272 -0.0294 -1.0109  N3 1.334, C39 1.514, O40 1.240
23 O -3.1904 -1.5039 -1.4469  H32 0.969, H43 0.959
24 H -2.3103 1.0976 -2.3533  C30 1.083
25 H 1.2934 0.2082 4.4644  O11 0.956
26 O -4.1911 -1.2970 1.8400  H15 0.944, H51 0.961
27 H -2.1948 -3.4108 2.6522  O14 0.965
28 O 2.2960 2.8529 -2.8916  H38 0.987, H52 0.972
29 H 1.0262 -1.3903 0.6966  C39 1.109
30 C -1.6725 1.9722 -2.3777  H5 1.088, C12 1.528, H16 1.092, H24 1.083
31 H 2.6818 0.2333 3.7806  O11 0.957
32 H -2.5245 -2.0413 -0.9926  O23 0.969
33 H -2.3015 2.0831 0.1678  C1 1.093
34 H 3.6656 -1.1622 0.4669  O6 0.961
35 H -0.3327 -2.7936 -1.3082  N56 1.003
36 H -1.6464 3.6433 -0.1682  C1 1.095
37 O -1.0991 -4.8761 -1.5196  H21 0.968, H53 0.959
38 H 1.8884 2.0233 -2.5450  O28 0.987
39 C 0.7735 -1.4066 -0.3834  C22 1.514, H29 1.109, H46 1.102, N56 1.452
40 O 1.6126 0.4635 -1.7254  C22 1.240
41 H -0.9988 0.5446 1.9584  O44 0.967
42 H 0.3666 2.1323 3.9583  O45 0.958
43 H -2.8678 -1.0744 -2.2409  O23 0.959
44 O -1.8191 0.3548 2.4340  H41 0.967, H49 0.962
45 O 0.9255 2.9101 3.9385  H20 0.960, H42 0.958
46 H 1.6930 -1.9736 -0.6018  C39 1.102
47 H 4.5395 -0.3330 1.4631  O6 0.954
48 H -0.6501 2.6417 0.8914  C1 1.088
49 H -2.3921 1.1087 2.2645  O44 0.962
50 H -1.1309 0.1414 -0.2521  N3 0.996
51 H -3.6909 -1.8142 1.2034  O26 0.961
52 H 3.2280 2.5823 -2.8324  O28 0.972
53 H -1.9934 -5.2206 -1.4809  O37 0.959
54 H 1.9148 0.5229 1.6284  O9 0.968
55 H -0.7915 -2.6405 0.3688  N56 1.016
56 N -0.4173 -2.2306 -0.4824  H35 1.003, C39 1.452, H55 1.016

=====

b) This record from the Open Molecules 2025 dataset describes 13 unconnected molecules or ions with the total composition C5H36N2O13. The level of theory is the ωB97M-V functional and the def2-TZVPD basis.

For the frontier orbital gap, the calculation gives 9.211 eV. The value obtained for the molar mass is 332.34 g mol⁻¹. Its spin multiplicity is 1. For the HOMO energy, the calculation gives -0.3430 hartree. As for the charge: 0.

Last columns: bonded neighbours and bond lengths (Å).
Atoms and positions in Å:
1 H 2.9633 0.7322 2.7944  O44 0.962
2 O -0.8521 -1.6839 3.2169  H34 0.959, H40 0.959
3 C 2.3384 2.4536 -0.8508  H19 1.092, C31 1.530, N54 1.463, H55 1.117
4 H 1.2315 2.0123 3.5587  O13 0.978
5 C 3.8238 -0.8494 -0.4550  H21 1.072, H39 1.094, N41 1.516, H51 1.054
6 H -1.3835 -1.0610 -2.8339  O25 0.974
7 C 0.0441 3.0356 -0.1483  O11 1.228, C17 1.510, N54 1.387
8 H -0.8334 0.4650 1.2280  O18 0.953
9 H -3.0782 1.7071 0.3117  O27 0.982
10 H -1.4236 -4.0510 -2.4459  O35 0.969
11 O -0.7454 3.0445 0.7917  C7 1.228
12 H -3.2646 1.2474 -1.6163  O46 0.954
13 O 1.3522 1.0495 3.4360  H4 0.978, H32 0.961
14 H 1.3390 -1.5487 -3.6941  O15 0.964
15 O 1.7543 -1.4668 -2.8285  H14 0.964, H47 0.977
16 H -2.3883 0.2534 1.0518  O18 0.968
17 C -0.1613 3.7027 -1.4875  C7 1.510, H23 1.106, H26 1.102, H56 1.058
18 O -1.5140 -0.1578 0.9896  H8 0.953, H16 0.968
19 H 2.1216 3.2213 -1.5963  C3 1.092
20 H -0.5063 -0.5473 -1.7170  O25 0.961
21 H 3.9260 -0.9539 -1.5174  C5 1.072
22 H 1.9071 0.6474 -1.9254  C31 1.081
23 H -1.1691 3.5480 -1.9158  C17 1.106
24 O -1.6435 -4.1018 0.9584  H42 0.953, H50 0.975
25 O -1.2676 -1.1135 -1.8686  H6 0.974, H20 0.961
26 H 0.5507 3.5660 -2.3172  C17 1.102
27 O -3.1855 1.8268 1.2801  H9 0.982, H36 0.979
28 H 3.5838 1.2062 -1.9938  C31 1.083
29 H -2.3640 -1.7613 -0.7038  O52 0.982
30 H -4.2802 -0.8370 2.0714  O53 0.956
31 C 2.7248 1.0600 -1.3507  C3 1.530, H22 1.081, H28 1.083, N41 1.467
32 H 0.6862 0.6537 4.0052  O13 0.961
33 H 1.9610 -0.1355 0.2246  N41 1.025
34 H -1.5403 -2.3150 3.0000  O2 0.959
35 O -0.6036 -3.7723 -2.0110  H10 0.969, H37 0.956
36 H -2.3879 2.3896 1.3558  O27 0.979
37 H -0.0875 -4.5695 -1.9048  O35 0.956
38 H 1.4729 2.0353 1.0185  N54 0.990
39 H 4.8046 -0.4262 -0.2201  C5 1.094
40 H -0.0794 -2.2514 3.2075  O2 0.959
41 N 2.8397 0.2562 -0.1285  C5 1.516, C31 1.467, H33 1.025
42 H -1.0506 -4.3066 0.2412  O24 0.953
43 H -3.6605 -0.2876 -1.0581  O46 0.963
44 O 3.7834 0.9826 2.3580  H1 0.962, H49 1.013
45 H -3.2374 -1.7190 0.6683  O52 0.960
46 O -3.7011 0.4062 -1.7244  H12 0.954, H43 0.963
47 H 1.3288 -2.2165 -2.3694  O15 0.977
48 H -2.9179 -1.1617 2.6675  O53 0.979
49 H 3.6482 0.7946 1.3723  O44 1.013
50 H -2.2635 -3.5768 0.4197  O24 0.975
51 H 3.7075 -1.7932 0.0004  C5 1.054
52 O -3.1912 -2.0209 -0.2420  H29 0.982, H45 0.960
53 O -3.7388 -1.5796 2.3363  H30 0.956, H48 0.979
54 N 1.2578 2.4274 0.1356  C3 1.463, C7 1.387, H38 0.990
55 H 3.3354 2.8206 -0.5051  C3 1.117
56 H 0.0339 4.7196 -1.2697  C17 1.058

=====

Least stable structure: b)

=====

a) This record from the Open Molecules 2025 dataset describes 2 unconnected molecules or ions with the total composition C2H4O3S. The level of theory is the ωB97M-V functional and the def2-TZVPD basis.

For the frontier orbital gap, the calculation gives 9.230 eV. The value obtained for the molar mass is 108.12 g mol⁻¹. Its spin multiplicity is 1. For the HOMO energy, the calculation gives -0.3703 hartree. As for the charge: 0. As for the SMILES: O=CC(=O)S.O.

Last columns: bonded neighbours and bond lengths (Å).
Atoms and positions in Å:
1 O -0.8539 1.1874 -2.3507  C5 1.200
2 H -0.6024 2.4833 -0.0570  C9 1.111
3 H 0.6036 -2.1097 -0.2958  O8 1.026
4 O -1.8107 1.2842 0.9301  C9 1.189
5 C -1.3008 0.7867 -1.3114  O1 1.200, C9 1.500, S10 1.768
6 H 0.6278 -1.1651 0.8415  O8 0.938
7 H -2.3101 -0.3501 0.2053  S10 1.454
8 O 0.9760 -1.1921 -0.0286  H3 1.026, H6 0.938
9 C -1.1039 1.4933 -0.0033  H2 1.111, O4 1.189, C5 1.500
10 S -2.4578 -0.5470 -1.2274  C5 1.768, H7 1.454

=====

b) This record from the Open Molecules 2025 dataset describes C2H4O3S in the gas phase. The level of theory is the ωB97M-V functional and the def2-TZVPD basis.

For the frontier orbital gap, the calculation gives 8.581 eV. The value obtained for the molar mass is 108.12 g mol⁻¹. Its spin multiplicity is 1. For the HOMO energy, the calculation gives -0.3712 hartree. As for the charge: 0.

Last columns: bonded neighbours and bond lengths (Å).
Atoms and positions in Å:
1 O -0.8117 1.6776 -0.7254  C3 1.183
2 H -1.0815 -1.8553 -1.6003  S10 1.413
3 C -0.1859 0.8687 -0.1305  O1 1.183, C5 1.504, O9 1.375
4 H 0.2830 2.2165 1.4150  C5 1.118
5 C 0.1977 1.1076 1.3042  C3 1.504, H4 1.118, H6 1.075, H7 1.082
6 H -0.6603 0.7239 1.8266  C5 1.075
7 H 1.0696 0.5837 1.6717  C5 1.082
8 O 0.6955 -3.0573 -1.2741  S10 1.422
9 O 0.2080 -0.3867 -0.5312  C3 1.375, S10 2.064
10 S 0.2857 -1.8785 -1.9560  H2 1.413, O8 1.422, O9 2.064

=====

Least stable structure: b)